(1)
{
  "formula": "C11H21B4F4NO8S",
  "method": "wB97M-V/def2-TZVPD",
  "species": ["C", "C", "C", "F", "B", "O", "B", "C", "C", "C", "F", "C", "F", "F", "O", "B", "B", "O", "N", "C", "C", "O", "H", "H", "H", "H", "H", "H", "H", "H", "H", "H", "H", "H", "H", "H", "H", "H", "H", "O", "S", "O", "O", "C", "C", "O", "H", "H", "H", "H"],
  "xyz": [[-0.167, 3.979, 1.768], [0.365, 5.138, 0.738], [-0.382, 5.171, -0.721], [0.216, 6.196, -1.640], [-0.486, 3.664, -1.450], [0.465, 3.309, -2.557], [0.413, 1.806, -2.552], [1.653, 0.824, -2.104], [1.853, 1.035, -0.472], [2.261, -0.372, 0.316], [2.618, -1.641, -0.365], [2.198, -0.288, 1.831], [2.868, 0.894, 2.487], [1.479, -1.278, 2.674], [-0.920, 1.236, -2.955], [-1.786, 1.608, -1.781], [-3.165, 0.726, -1.438], [-4.468, 1.385, -1.744], [-3.186, -0.653, -0.806], [-3.415, -0.378, 0.692], [-1.849, -1.357, -0.876], [-1.512, 2.758, -0.897], [0.008, 2.877, 1.412], [-1.331, 4.076, 2.014], [0.376, 4.065, 2.827], [0.127, 6.185, 1.259], [1.551, 5.098, 0.676], [-1.510, 5.501, -0.559], [1.261, -0.294, -2.245], [2.637, 0.951, -2.724], [0.834, 1.390, 0.037], [2.632, 1.899, -0.300], [-4.474, 2.182, -1.104], [-4.492, 0.065, 0.815], [-2.644, 0.493, 0.956], [-3.207, -1.308, 1.371], [-1.039, -0.853, -0.177], [-2.025, -2.443, -0.412], [-1.441, -1.540, -1.960], [0.462, -5.330, -1.331], [0.464, -5.996, -0.048], [-0.547, -6.951, 0.344], [0.583, -4.859, 1.115], [1.747, -5.104, 1.902], [2.730, -5.807, 0.969], [1.930, -6.677, 0.171], [1.463, -5.753, 2.737], [2.148, -4.165, 2.292], [3.489, -6.373, 1.514], [3.219, -5.091, 0.301]],
  "e_tot_ha": -1985.41136,
  "lumo_energy_ev": -1.15,
  "gap_ev": 8.0877,
  "smiles": "CC[C@@H](F)B1OB(CCC(F)=C(F)F)OB(B(O)N(C)C)O1.O=S1(=O)OCCO1"
}

=====

(2)
{
  "formula": "C11H21CaF11GeN3O7S2SeTe",
  "method": "wB97M-V/def2-TZVPD",
  "species": ["Ca", "C", "C", "N", "O", "C", "C", "N", "O", "H", "H", "H", "H", "H", "H", "H", "F", "C", "F", "F", "S", "O", "O", "N", "S", "O", "O", "C", "F", "F", "F", "F", "Te", "F", "F", "F", "F", "O", "C", "Ge", "C", "C", "C", "Se", "C", "H", "H", "H", "H", "H", "H", "H", "H", "H", "H", "H", "H", "H", "H"],
  "xyz": [[0.621, -0.842, 0.029], [0.140, 1.211, 4.994], [-0.355, 0.909, 3.622], [-1.154, -0.040, 3.368], [-1.558, -0.872, 4.345], [0.178, 1.621, 2.422], [1.190, 2.705, 2.514], [-0.226, 1.166, 1.295], [0.239, 1.469, 0.121], [-0.563, 0.833, 5.731], [0.267, 2.286, 5.124], [1.107, 0.728, 5.153], [-2.153, -1.467, 3.850], [2.016, 2.414, 3.166], [0.733, 3.615, 2.911], [1.579, 2.903, 1.519], [5.608, -0.851, -0.784], [4.934, -0.146, 0.114], [5.502, -0.317, 1.308], [4.990, 1.147, -0.210], [3.158, -0.618, 0.237], [2.526, -0.349, -1.066], [2.715, 0.198, 1.334], [3.237, -2.188, 0.500], [2.365, -3.224, -0.390], [0.953, -2.860, -0.568], [2.643, -4.576, -0.040], [3.016, -3.108, -2.161], [2.121, -2.537, -2.961], [4.164, -2.438, -2.237], [3.233, -4.350, -2.599], [-3.504, -0.257, 2.660], [-2.043, -0.169, 1.295], [-2.543, 1.627, 1.866], [-3.691, -0.691, 0.480], [0.425, -1.348, 1.945], [-2.125, -1.966, 1.931], [-1.379, -0.857, -0.305], [-5.435, 5.202, 1.027], [-5.231, 3.472, 0.151], [-5.731, 2.027, 1.335], [-6.293, 3.420, -1.486], [-3.389, 3.397, -0.505], [-2.967, 1.585, -1.019], [-1.585, 1.972, -2.308], [-6.486, 5.423, 1.226], [-5.019, 6.003, 0.414], [-4.904, 5.184, 1.981], [-6.814, 1.892, 1.307], [-5.409, 2.235, 2.355], [-5.254, 1.090, 1.039], [-7.360, 3.311, -1.284], [-5.964, 2.560, -2.073], [-6.137, 4.324, -2.080], [-2.668, 3.694, 0.256], [-3.298, 4.039, -1.383], [-2.047, 2.417, -3.187], [-1.127, 1.020, -2.563], [-0.843, 2.633, -1.868]],
  "e_tot_ha": -8441.56279,
  "de_lowest_kj_mol": 506.7,
  "lumo_energy_ev": 1.81,
  "charge": -1,
  "gap_ev": 7.3793
}

=====

(3)
{
  "formula": "C11H21CaN4O6",
  "method": "wB97M-V/def2-TZVPD",
  "species": ["Ca", "O", "C", "O", "C", "O", "C", "C", "O", "O", "H", "H", "H", "H", "H", "N", "C", "C", "N", "H", "H", "H", "H", "H", "H", "H", "H", "N", "C", "N", "C", "C", "O", "C", "C", "H", "H", "H", "H", "H", "H", "H", "H"],
  "xyz": [[0.001, -0.780, 1.288], [-1.554, -4.185, -0.005], [-0.962, -3.119, -0.498], [-1.215, -1.992, -0.128], [-0.039, -3.493, -1.654], [1.070, -2.662, -1.825], [2.102, -2.855, -0.864], [1.663, -2.092, 0.385], [1.875, -0.867, 0.422], [0.962, -2.680, 1.233], [-2.201, -3.979, 0.694], [-0.633, -3.402, -2.573], [0.251, -4.546, -1.534], [3.002, -2.414, -1.292], [2.249, -3.922, -0.657], [0.884, 0.892, 2.669], [1.027, 0.340, 4.010], [-0.317, -0.242, 4.436], [-0.728, -1.272, 3.484], [1.796, 1.121, 2.281], [0.356, 1.760, 2.714], [1.353, 1.093, 4.743], [1.774, -0.460, 3.987], [-1.070, 0.552, 4.413], [-0.241, -0.628, 5.462], [-1.684, -1.549, 3.688], [-0.151, -2.100, 3.615], [-0.727, 0.854, 0.032], [-0.845, 1.240, -1.049], [-1.091, 1.712, -2.228], [-1.952, 2.892, -2.288], [-1.079, 4.145, -2.146], [-0.059, 4.167, -3.113], [0.776, 3.035, -3.040], [-0.031, 1.741, -3.232], [-2.692, 2.843, -1.489], [-2.457, 2.886, -3.255], [-0.646, 4.173, -1.133], [-1.671, 5.044, -2.310], [1.291, 2.996, -2.065], [1.514, 3.153, -3.834], [0.607, 0.861, -3.128], [-0.510, 1.741, -4.216]],
  "e_tot_ha": -1779.74161,
  "de_lowest_kj_mol": 104.2,
  "lumo_energy_ev": -2.37,
  "charge": 1,
  "gap_ev": 9.7784
}

=====

Q: Which formula does entry 3 have?
A: C11H21CaN4O6